Record 1
{"formula": "ClH3NOPS", "method": "ωB97M-V with the def2-TZVPD basis set", "symbols": ["N", "O", "P", "S", "Cl", "H", "H", "H"], "positions_angstrom": [[-0.261114, -1.007993, 0.500048], [1.755177, 0.512069, -0.054621], [0.533992, -0.178011, -0.799226], [2.142539, 5.015686, -0.722143], [2.769488, 3.166716, -1.098300], [-0.774585, -1.738100, 0.173243], [-0.304981, -0.750810, 1.447263], [2.291967, 1.156167, -0.704651]], "forces_ev_per_angstrom": [[2.7, 2.7, -1.4], [3.2, 2.3, -0.7], [-2.1, -1.1, -0.4], [0.0, -0.2, 0.0], [0.3, 0.7, -0.2], [-1.8, -2.4, -0.5], [-0.2, 0.3, 1.0], [-2.1, -2.3, 2.3]], "lowdin_charge": [-0.24, -0.52, 0.67, 0.12, 0.05, -0.05, 0.01, -0.05], "spin_multiplicity": 1, "lumo_ev": [-0.6, -2.9], "relative_energy_kcal_mol": 111.38}

=====

Record 2
{"formula": "C3H5N3O", "method": "ωB97M-V with the def2-TZVPD basis set", "symbols": ["C", "C", "C", "N", "N", "N", "O", "H", "H", "H", "H", "H"], "positions_angstrom": [[-0.283897, 0.052219, -1.940612], [0.178681, -0.068132, 0.469155], [0.278150, 0.067918, 1.971714], [0.306808, -1.154895, -0.200895], [-0.016557, -1.096264, -1.522711], [-0.166490, 1.049129, -0.400237], [-0.408200, 2.125779, -0.326825], [-0.687387, 0.559096, -2.921044], [0.944242, 0.898709, 2.195579], [0.675581, -0.822181, 2.412101], [-0.836404, 0.303729, 2.293002], [0.015473, -1.915108, -2.029226]], "forces_ev_per_angstrom": [[-1.2, 2.5, -1.0], [0.9, -2.1, 1.9], [-2.1, 1.3, -1.1], [0.2, 0.3, 3.1], [-0.3, 4.2, 0.0], [0.0, -5.1, -3.9], [-0.5, 3.6, 0.9], [0.9, -1.1, 1.7], [-0.2, 0.3, 0.2], [-0.1, -0.7, 0.1], [2.2, -0.4, -0.2], [0.1, -2.9, -1.7]], "lowdin_charge": [0.32, -0.18, 0.08, 0.25, 0.16, 0.08, 0.44, 0.24, 0.12, 0.11, 0.18, 0.19], "spin_multiplicity": 1, "lumo_ev": -14.1, "total_charge": 2, "relative_energy_kcal_mol": 88.83}

=====

Record 3
{"formula": "C9H14", "method": "ωB97M-V with the def2-TZVPD basis set", "symbols": ["C", "C", "C", "C", "C", "C", "C", "H", "H", "H", "H", "H", "H", "H", "H", "C", "C", "H", "H", "H", "H", "H", "H"], "positions_angstrom": [[-0.979213, 0.657243, -0.880209], [-0.385026, 0.578454, 0.499382], [-0.698363, 1.520044, 1.491486], [-0.535411, 1.343038, 2.848399], [0.134166, 0.138591, 3.241053], [0.568751, -0.750987, 2.281388], [0.355346, -0.524348, 0.917808], [-0.756384, 1.567858, -1.527513], [-2.002119, 0.625037, -0.903204], [-0.662469, -0.198946, -1.613290], [-1.410389, 2.420487, 1.407174], [-0.926989, 1.915536, 3.753695], [0.317948, -0.053071, 4.371029], [1.044045, -1.574752, 2.665312], [0.717180, -1.149771, 0.026320], [1.149869, -1.283424, -3.281628], [0.241021, -1.079025, -4.478636], [2.031702, -0.659960, -3.515306], [0.714243, -1.056549, -2.387330], [1.362827, -2.272598, -3.381940], [-0.529968, -0.358520, -4.423075], [-0.031431, -1.937552, -5.075349], [1.024959, -0.864715, -5.230777]], "forces_ev_per_angstrom": [[3.3, -0.1, -3.0], [0.0, 0.4, 0.6], [-3.0, 2.4, 0.8], [1.4, -2.4, 2.1], [-0.4, 1.2, 1.5], [-0.5, 1.6, -0.5], [0.1, -0.4, -1.8], [0.1, -0.7, 1.2], [-2.7, -0.2, 0.5], [-0.5, 1.4, 1.8], [1.2, -1.3, -1.2], [0.4, -0.1, -2.0], [-0.4, 0.2, -2.2], [1.3, -2.1, 0.3], [-0.5, 0.3, 2.0], [0.4, 1.8, -2.7], [2.1, -0.3, -2.0], [-0.2, -0.4, 1.0], [-0.8, 0.4, 2.4], [1.3, -2.9, 0.6], [-0.6, 0.8, -0.1], [-1.2, -1.0, 1.0], [-0.7, 1.4, -0.2]], "lowdin_charge": [-0.06, -0.28, -0.08, -0.10, -0.11, -0.10, -0.04, 0.10, 0.04, 0.08, 0.13, 0.12, 0.13, 0.07, 0.13, -0.14, -0.16, 0.09, -0.02, 0.04, 0.05, 0.06, 0.07], "spin_multiplicity": 1, "lumo_ev": 1.0, "relative_energy_kcal_mol": 55.12}

=====

Record 4
{"formula": "C4H6O", "method": "ωB97M-V with the def2-TZVPD basis set", "symbols": ["O", "C", "C", "C", "C", "H", "H", "H", "H", "H", "H"], "positions_angstrom": [[2.457654, -0.493056, -0.077014], [1.287934, -0.170038, -0.102448], [0.185798, -0.233803, 0.999565], [-0.766205, 0.362609, -0.053157], [0.370213, 0.423575, -1.021580], [-0.091706, -1.220175, 1.383193], [0.349709, 0.450165, 1.838960], [-1.482820, 1.175721, 0.109217], [-1.682048, -0.651329, -0.174226], [0.409330, 0.854675, -2.013553], [-1.037859, -0.498344, -0.888957]], "forces_ev_per_angstrom": [[-0.3, 0.1, 0.0], [0.1, 0.0, -0.1], [0.0, -0.1, 0.2], [-0.2, 0.0, 0.2], [0.2, 0.0, -0.2], [0.1, 0.1, 0.0], [-0.1, -0.1, -0.2], [0.1, -0.4, -0.1], [0.2, 0.4, 0.1], [0.0, -0.1, 0.1], [0.0, 0.1, -0.1]], "lowdin_charge": [0.03, -0.49, -0.08, -0.24, -0.07, 0.11, 0.12, 0.13, 0.21, 0.09, 0.18], "spin_multiplicity": 1, "lumo_ev": 0.2, "relative_energy_kcal_mol": 103.57}

=====

Record 5
{"formula": "H11N5Si2", "method": "ωB97M-V with the def2-TZVPD basis set", "symbols": ["N", "Si", "N", "Si", "N", "N", "N", "H", "H", "H", "H", "H", "H", "H", "H", "H", "H", "H"], "positions_angstrom": [[2.287547, 1.384196, -0.234508], [1.222436, -0.421747, 0.596328], [1.706694, -1.518677, -0.567589], [-1.007787, -0.049671, 0.125630], [-2.201367, -1.170891, 0.826108], [-1.314944, -0.120901, -1.572767], [-1.585282, 1.587265, 0.938845], [1.978224, 2.200207, 0.360634], [1.834957, 1.390141, -1.176262], [1.478556, -0.526034, 2.038242], [2.613678, -1.661208, -0.900880], [1.235968, -2.401941, -0.893325], [-2.934631, -1.624913, 0.327805], [-2.385499, -0.889631, 1.747148], [-0.492891, 0.198021, -2.038862], [-1.439707, -1.080270, -1.697196], [-2.379571, 1.909063, 0.420688], [-0.835265, 2.309702, 0.694551]], "forces_ev_per_angstrom": [[-2.1, -2.4, 1.7], [0.8, 3.8, -1.1], [-1.2, -2.9, -1.2], [-3.0, 1.8, 2.2], [2.3, 0.6, -1.5], [0.0, 1.6, 1.1], [3.3, -1.0, -1.5], [0.2, -1.1, -1.2], [0.3, 0.5, 1.1], [0.5, -0.1, 0.1], [1.9, 0.4, -0.2], [0.0, 1.6, 1.0], [-0.4, -0.1, -0.1], [-0.8, 0.0, 1.3], [0.5, 0.0, -0.9], [-0.2, -1.9, -1.1], [-0.8, 0.1, -0.3], [-1.2, -1.1, 0.7]], "lowdin_charge": [-0.16, 0.50, -0.16, 0.26, -0.09, -0.08, -0.13, -0.04, -0.05, -0.09, 0.00, 0.07, 0.01, -0.02, 0.00, -0.01, -0.02, 0.01], "spin_multiplicity": 1, "lumo_ev": 0.6, "relative_energy_kcal_mol": 23.20}

=====

Record 6
{"formula": "CH10NO4", "method": "ωB97M-V with the def2-TZVPD basis set", "symbols": ["N", "C", "O", "H", "H", "H", "H", "H", "H", "O", "H", "H", "O", "H", "H", "O"], "positions_angstrom": [[-1.440060, 2.183511, 0.966711], [-0.279459, 1.156209, 1.163655], [0.414791, 0.796335, 0.024707], [-2.077489, 1.675953, 0.224749], [-0.991931, 2.952139, 0.429947], [-0.861017, 0.320881, 1.712888], [0.470615, 1.696757, 1.957809], [0.000182, -1.401313, -0.916603], [-0.803322, -0.239870, -0.700535], [-0.851851, -1.064979, -1.189575], [-0.015042, -3.992214, -0.415837], [-0.860651, -3.060263, -1.165764], [-0.712963, -3.894645, -0.987880], [2.041737, 0.713892, 0.045124], [2.999827, 1.477312, -0.814758], [2.966634, 0.680296, -0.334637]], "forces_ev_per_angstrom": [[0.2, -1.6, -2.0], [0.7, 1.0, 0.8], [-1.5, 0.6, 1.9], [1.5, 1.4, 1.7], [-0.5, -0.6, 0.3], [1.0, 0.7, -0.6], [-1.7, -1.1, -1.3], [0.6, 0.1, -0.1], [0.5, 1.2, 0.3], [-0.8, -1.5, -0.7], [2.4, 0.0, 2.0], [-1.3, 7.0, -1.2], [-1.3, -7.1, -0.7], [-0.3, -0.2, -0.4], [0.1, 1.4, -0.9], [0.3, -1.3, 1.1]], "lowdin_charge": [-0.08, -0.50, -0.36, 0.07, 0.03, 0.09, 0.11, 0.02, -0.03, -0.09, 0.00, -0.10, 0.04, -0.03, -0.03, -0.13], "spin_multiplicity": 1, "lumo_ev": 3.9, "total_charge": -1, "relative_energy_kcal_mol": 31.58}

=====

Which formula does entry 1 have? ClH3NOPS